i | {"formula": "C5H11NO", "method": "ωB97M-V with the def2-TZVPD basis set", "elements": ["C", "C", "N", "C", "C", "C", "H", "H", "H", "H", "H", "H", "H", "H", "H", "H", "H", "O"], "coordinates": [[0.192, 2.436, 1.595], [0.051, 1.479, 0.649], [0.884, 1.294, -0.416], [0.683, 0.359, -1.532], [-0.941, -1.572, -1.969], [-0.064, -0.889, -1.103], [0.871, 3.246, 1.351], [-0.460, 2.490, 2.447], [-0.661, 0.659, 0.734], [1.385, 2.144, -0.660], [1.686, 0.071, -1.893], [0.117, 0.826, -2.329], [-0.894, -2.655, -2.146], [-1.319, -1.123, -2.901], [0.511, -1.387, -0.331], [-0.590, -1.738, 2.781], [-1.215, -2.479, 1.575], [-0.605, -2.581, 2.321]], "multiplicity": 2, "molar_mass_g_mol": 101.1, "charge": -1, "lumo_energy_ev": [3.92, 3.90]}

ii | {"formula": "C5H11NO", "method": "ωB97M-V with the def2-TZVPD basis set", "elements": ["C", "C", "C", "C", "N", "C", "O", "H", "H", "H", "H", "H", "H", "H", "H", "H", "H", "H"], "coordinates": [[-2.207, -1.035, -0.245], [-1.418, -0.585, 1.072], [0.117, -0.889, 0.777], [0.727, -0.167, -0.431], [1.345, 0.971, -0.223], [1.082, 2.213, 0.419], [0.642, -0.761, -1.583], [-3.307, -1.155, -0.126], [-2.185, -0.368, -1.169], [-1.887, -1.999, -0.685], [-1.910, -0.932, 1.950], [-1.657, 0.476, 1.080], [0.656, -0.568, 1.763], [0.502, -1.927, 0.828], [2.191, 0.937, -0.796], [0.375, 2.057, 1.195], [2.137, 2.573, 0.770], [0.733, 2.972, -0.139]], "multiplicity": 2, "molar_mass_g_mol": 101.1, "charge": -1, "lumo_energy_ev": [4.05, 3.89]}

iii | {"formula": "C5H11NO", "method": "ωB97M-V with the def2-TZVPD basis set", "elements": ["C", "C", "N", "C", "C", "C", "H", "H", "H", "H", "H", "H", "H", "H", "H", "H", "H", "O"], "coordinates": [[-1.729, -0.114, 2.253], [-0.899, 0.772, 1.626], [0.283, 0.436, 0.969], [0.632, 1.151, -0.246], [1.337, 0.497, -2.582], [1.442, 0.428, -1.298], [-1.216, -1.126, 2.596], [-2.771, 0.193, 2.469], [-1.358, 1.821, 1.489], [0.326, -0.577, 0.933], [1.293, 2.021, 0.026], [-0.401, 1.355, -0.669], [2.011, -0.162, -3.096], [0.386, 0.773, -3.087], [2.374, -0.005, -0.819], [-0.182, -3.158, -0.699], [-1.013, -2.012, -1.269], [-0.766, -2.323, -0.398]], "multiplicity": 2, "molar_mass_g_mol": 101.1, "charge": -1, "lumo_energy_ev": [3.67, 3.64]}

iv | {"formula": "C5H11NO", "method": "ωB97M-V with the def2-TZVPD basis set", "elements": ["C", "N", "C", "C", "C", "C", "H", "H", "H", "H", "H", "H", "H", "H", "H", "H", "H", "O"], "coordinates": [[-1.166, 1.055, 1.240], [-0.249, 1.469, 0.174], [0.688, 0.598, -0.421], [0.634, -0.723, -0.025], [1.079, 0.736, -2.828], [1.357, 1.093, -1.626], [-2.022, 0.236, 1.250], [-0.548, 0.477, 1.934], [-1.641, 1.871, 1.620], [-0.847, 2.002, -0.473], [0.689, -1.113, 1.000], [0.813, -1.532, -0.728], [0.612, -0.290, -2.883], [1.073, 1.400, -3.667], [2.184, 1.793, -1.453], [-1.141, -3.070, 3.089], [-0.649, -2.626, 1.600], [-0.867, -3.377, 2.196]], "multiplicity": 2, "molar_mass_g_mol": 101.1, "charge": -1, "lumo_energy_ev": [3.91, 3.76]}

The winner here is ii, beating the second structure by 0.309 eV.